Record 1
Density functional theory data (ωB97M-V with the def2-TZVPD basis set) for a cluster of 8 separate species, C28H78N6O10 in total.

The LUMO energy is 0.36 eV. Its energy above the lowest of the compared OMol25 structures with the same formula, charge and spin is 126.2 kcal/mol. The SMILES is COC[C@H](C)N.COC[C@H](C)N.COC[C@H](C)N.COC[C@H](C)N.COC[C@H](C)N.COC[C@H](C)N.OCCO.OCCO. The value obtained for the largest force on an atom is 2.46 eV/Å. As for the molar mass: 658.96 g/mol.

```
122
Properties=species:S:1:pos:R:3:forces:R:3:lowdin_charge:R:1
C 6.09116 1.15584 -0.00888 0.457 -0.404 -0.105 -0.122
O 5.75788 1.23165 -1.37421 -0.104 0.333 -0.046 -0.173
C 4.90796 0.21782 -1.85312 0.225 0.035 -0.589 -0.223
C 3.66357 -0.05769 -1.06568 -0.499 -0.614 1.191 -0.426
C 2.95535 -1.34331 -1.58095 0.213 0.142 1.188 -0.039
N 2.68859 1.04204 -0.99145 -0.398 -0.152 -0.679 0.067
H 5.25509 1.42761 0.63833 0.030 0.051 0.108 0.065
H 6.94091 1.81969 0.14835 -0.204 0.232 0.022 0.089
H 6.46232 0.15289 0.25711 -0.249 -0.023 0.021 0.093
H 4.61932 0.52483 -2.86283 0.011 0.062 0.021 0.131
H 5.46818 -0.72476 -1.96405 0.031 0.006 0.197 0.127
H 3.92629 -0.30716 -0.02864 0.399 0.053 -0.123 0.107
H 1.88802 -1.12986 -1.58931 -0.073 -0.321 -0.736 0.044
H 3.04393 -2.09974 -0.79388 0.110 -0.091 -0.159 0.075
H 3.36865 -1.79874 -2.47756 -0.268 0.320 -0.325 0.077
H 1.80521 0.55523 -0.90343 -0.212 0.360 0.054 0.008
H 2.71715 1.55837 -0.11865 0.600 -0.002 0.006 0.056
C -1.06895 -6.82929 1.02750 -0.082 -0.396 -0.462 -0.116
O -0.46561 -5.55825 0.96396 -0.385 0.224 0.121 -0.197
C 0.67845 -5.51641 0.12950 0.438 -0.362 0.267 -0.210
C 0.37658 -4.90081 -1.22131 -1.243 0.922 0.338 -0.404
C -0.31807 -3.54964 -0.96802 -0.734 0.492 -0.901 -0.083
N -0.53361 -5.74183 -2.03401 0.054 0.558 -0.111 0.041
H -1.19685 -7.24886 0.02177 0.173 -0.129 0.119 0.081
H -2.07409 -6.76551 1.44447 0.113 0.313 0.255 0.079
H -0.46690 -7.51439 1.63339 -0.056 -0.064 -0.019 0.090
H 1.41756 -4.89065 0.63688 -0.018 0.054 -0.008 0.123
H 1.10523 -6.52457 0.07099 0.020 0.062 -0.294 0.125
H 1.29489 -4.67318 -1.76270 0.150 -0.487 -0.060 0.134
H -0.52253 -3.00350 -1.90427 0.951 0.023 -0.077 0.071
H 0.20495 -2.89947 -0.26706 -0.077 0.040 0.027 0.075
H -1.37609 -3.65392 -0.70368 0.291 -0.405 0.911 0.051
H -1.43219 -5.69356 -1.55058 0.122 -0.361 0.190 0.054
H -0.75612 -5.14649 -2.83403 0.236 -0.381 -0.275 0.069
C -3.95752 2.54531 1.48389 -0.934 -0.704 -0.054 -0.143
O -3.00375 3.41266 0.96391 0.014 -0.063 -0.789 -0.214
C -3.50462 4.20791 -0.13995 0.167 0.268 1.892 -0.172
C -2.50222 4.16934 -1.27657 -0.755 -0.070 0.452 -0.446
C -1.20835 4.85326 -0.86311 -0.212 -0.170 -0.814 -0.041
N -3.11080 4.86846 -2.41371 0.219 -0.408 -0.271 0.046
H -4.34810 1.79532 0.76760 0.473 0.131 -0.217 0.082
H -4.87983 3.05789 1.79682 0.317 0.175 0.402 0.091
H -3.51153 1.97295 2.29527 -0.039 0.208 0.167 0.091
H -4.52538 3.88882 -0.37011 0.165 -0.223 -0.492 0.119
H -3.60596 5.19557 0.32708 0.040 0.276 -0.660 0.136
H -2.33453 3.09294 -1.44375 0.168 0.125 -0.254 0.115
H -1.42800 5.90164 -0.66363 0.120 0.003 0.210 0.090
H -0.52901 4.81455 -1.71987 0.190 0.032 0.171 0.082
H -0.75505 4.35507 -0.01074 -0.013 0.078 0.102 0.054
H -3.99648 4.42934 -2.64771 -0.052 0.063 0.112 0.070
H -2.53811 4.71598 -3.23969 0.103 0.225 0.040 0.069
C -0.70736 2.16807 -7.12520 -0.142 0.807 -0.495 -0.122
O -0.33730 2.68232 -5.87562 0.067 0.381 0.794 -0.197
C 0.36944 1.75688 -5.06117 0.001 -0.228 -0.694 -0.201
C -0.51704 0.62281 -4.57231 0.390 -1.276 -0.610 -0.432
C -1.72658 1.11655 -3.79879 -0.384 -0.630 -0.327 -0.037
N 0.26617 -0.44429 -3.88534 -0.723 1.242 0.531 0.058
H 0.12525 1.61484 -7.57086 -0.245 -0.363 -0.018 0.093
H -0.89903 3.02719 -7.77642 0.138 0.000 0.093 0.089
H -1.66040 1.63087 -7.10589 0.264 -0.484 0.112 0.087
H 1.17509 1.35788 -5.69543 0.120 -0.192 0.322 0.120
H 0.82787 2.26522 -4.21009 -0.138 0.317 -0.093 0.132
H -0.87873 0.06521 -5.44336 -0.206 0.466 -0.201 0.127
H -2.05883 2.07412 -4.19849 0.135 0.149 0.207 0.076
H -1.58448 1.14388 -2.72245 0.213 0.272 0.014 0.035
H -2.54510 0.41631 -3.98654 -0.040 -0.002 0.223 0.084
H 0.89024 -0.87777 -4.55319 0.190 0.070 0.103 0.071
H 0.81508 0.04681 -3.18191 0.341 -0.450 0.019 0.045
C -4.46150 -4.45804 2.96557 -1.170 0.528 0.700 -0.107
O -5.03766 -4.94305 1.77402 -0.028 -0.169 -0.178 -0.174
C -4.48391 -4.38283 0.60036 0.599 -0.654 0.164 -0.212
C -4.64752 -2.88547 0.48225 -0.233 0.607 -0.401 -0.427
C -6.12431 -2.47953 0.45165 0.063 -0.144 -0.131 -0.041
N -3.91021 -2.42284 -0.73250 -0.658 -0.346 0.507 0.047
H -3.37479 -4.51355 3.04167 0.086 0.000 -0.355 0.096
H -4.91055 -5.00006 3.80030 0.198 -0.425 -0.219 0.091
H -4.83658 -3.44025 3.15180 0.573 0.126 -0.094 0.083
H -3.42811 -4.69068 0.55465 0.104 0.395 -0.074 0.115
H -4.97030 -4.86816 -0.25185 -0.197 0.001 0.116 0.133
H -4.19763 -2.40399 1.35450 0.129 0.001 -0.039 0.116
H -6.23934 -1.47954 0.02754 0.054 0.108 0.253 0.074
H -6.55301 -2.50108 1.45287 -0.120 -0.008 -0.044 0.080
H -6.70518 -3.14224 -0.19573 0.044 -0.111 0.090 0.086
H -4.20814 -3.03835 -1.48641 0.247 0.049 -0.147 0.086
H -4.30611 -1.51840 -0.97905 0.164 0.008 -0.085 0.072
C 6.38769 0.69341 5.78370 -0.161 0.128 -0.194 -0.116
O 5.82315 1.90209 5.32556 0.066 -0.093 0.119 -0.180
C 5.22910 1.82126 4.04626 0.107 -0.151 0.336 -0.200
C 4.11084 0.78742 3.87990 -0.041 -0.671 -1.258 -0.415
C 4.60925 -0.51124 3.23115 0.292 0.192 0.145 -0.064
N 3.17882 1.41687 2.91058 -0.132 0.054 1.008 0.047
H 5.60228 -0.03947 5.99457 0.125 -0.129 0.020 0.083
H 6.92871 0.90879 6.70153 0.014 0.022 0.013 0.088
H 7.07906 0.28412 5.03746 0.045 -0.071 0.070 0.088
H 4.84925 2.82642 3.87521 -0.105 -0.041 -0.149 0.121
H 5.97694 1.59178 3.27053 0.111 0.180 0.096 0.124
H 3.65928 0.45424 4.82167 -0.111 0.701 0.206 0.134
H 5.57775 -0.80462 3.63894 -0.089 -0.143 0.027 0.064
H 4.74265 -0.34610 2.16315 0.006 -0.043 -0.103 0.047
H 3.90162 -1.32547 3.38690 -0.021 -0.034 -0.070 0.079
H 2.69595 2.12952 3.45249 -0.219 0.173 -0.467 0.059
H 2.44304 0.78370 2.60803 0.083 -0.115 0.061 0.066
O 0.31743 0.49779 0.72217 -0.361 -0.003 -0.353 -0.089
C -0.79378 1.08929 0.02732 0.295 -0.837 -0.181 -0.228
C -1.72033 -0.01620 -0.39917 -2.307 0.332 0.778 -0.240
O -2.09871 -0.66252 0.83111 0.707 -0.364 0.143 -0.086
H -0.14455 -0.21515 1.18926 0.399 -0.094 0.358 0.082
H -1.33478 1.72847 0.72347 0.033 0.380 -0.298 0.102
H -0.45140 1.59418 -0.87832 0.233 0.378 0.302 0.111
H -1.40467 -0.69579 -1.19233 0.482 -0.084 0.250 0.105
H -2.68606 0.42429 -0.69969 0.438 0.333 -0.716 0.108
H -2.68272 -1.40452 0.63225 0.303 -0.107 -0.322 0.031
O 0.59840 2.99262 2.33874 -0.200 0.074 0.055 -0.061
C 0.90586 4.34141 2.55941 1.469 1.619 -0.450 -0.281
C 0.42230 4.80549 3.89836 -1.752 -0.578 -0.008 -0.217
O -1.02312 4.73347 3.91519 0.361 0.173 0.147 -0.078
H 0.78318 2.79726 1.41511 -0.028 -0.325 0.056 0.067
H 1.98550 4.57399 2.47153 0.055 -0.613 0.328 0.122
H 0.52676 5.03206 1.79170 -0.646 -0.373 0.049 0.114
H 0.64238 5.85476 4.06689 0.340 0.004 0.014 0.121
H 0.78196 4.18137 4.72095 0.395 0.092 -0.057 0.118
H -1.26552 3.88473 3.53019 -0.014 -0.048 -0.068 0.063
```
Forces are in eV/Å.

***

Record 2
Density functional theory data (ωB97M-V with the def2-TZVPD basis set) for a cluster of 8 separate species, C28H78N6O8 in total.

The LUMO energy is 0.58 eV. Its energy above the lowest of the compared OMol25 structures with the same formula, charge and spin is 47.4 kcal/mol. The SMILES is COC[C@H](C)N.COC[C@H](C)N.COC[C@H](C)N.COC[C@H](C)N.COC[C@H](C)N.COC[C@H](C)N.CCO.CCO. The value obtained for the largest force on an atom is 3.00 eV/Å. As for the molar mass: 626.97 g/mol.

```
120
Properties=species:S:1:pos:R:3:forces:R:3:lowdin_charge:R:1
C -17.30767 28.86702 -5.48290 -0.710 0.721 0.393 -0.085
O -18.52821 29.38740 -4.94288 -0.580 0.418 0.507 -0.198
C -18.45328 29.84466 -3.59409 -0.823 -1.556 1.134 -0.192
C -19.84422 30.18480 -3.00806 -1.503 2.116 -1.512 -0.397
C -20.42294 31.44462 -3.72865 -0.195 -0.585 -0.274 -0.069
N -19.93721 30.39825 -1.55682 1.212 -0.684 -0.416 0.032
H -17.58083 28.16302 -6.26895 0.074 0.028 0.061 0.090
H -16.74446 28.36216 -4.69803 0.250 -0.028 -0.118 0.066
H -16.77469 29.71782 -5.90737 0.478 -0.216 -0.034 0.091
H -18.15410 28.99232 -2.98408 0.642 -0.167 0.187 0.089
H -17.75807 30.65790 -3.38569 0.160 0.277 -0.454 0.133
H -20.63082 29.46943 -3.24809 0.674 -0.874 -0.069 0.132
H -20.38094 31.35355 -4.81402 0.486 0.038 -0.083 0.072
H -19.95710 32.37230 -3.39623 0.059 0.014 -0.045 0.075
H -21.49814 31.47921 -3.55301 -0.055 0.269 0.420 0.069
H -19.41241 31.22047 -1.29484 -0.150 0.206 0.173 0.085
H -20.90590 30.50145 -1.29020 0.010 0.247 -0.037 0.088
C -16.89927 19.58145 -9.32804 0.581 0.813 0.357 -0.101
O -15.84495 20.54715 -9.12985 -0.552 0.241 0.006 -0.220
C -16.34938 21.91002 -9.00825 1.348 -0.240 0.318 -0.163
C -15.16993 22.89678 -8.58987 -1.770 -1.300 -1.152 -0.397
C -15.76174 24.27422 -8.28435 0.115 0.135 0.997 -0.052
N -14.20918 22.96329 -9.67310 0.444 0.140 -0.354 0.060
H -17.64730 19.70851 -8.54548 -0.297 0.073 -0.028 0.078
H -16.52067 18.56449 -9.22532 0.402 0.190 -0.065 0.075
H -17.34920 19.68677 -10.31524 -0.125 0.093 -0.061 0.082
H -16.79320 22.22425 -9.95291 -0.015 0.093 -0.147 0.120
H -17.10133 21.92281 -8.21926 -0.222 0.052 0.135 0.106
H -14.72921 22.38822 -7.73241 -0.009 0.493 0.599 0.114
H -16.36783 24.24135 -7.37899 0.038 -0.219 0.155 0.047
H -16.40526 24.77293 -9.00911 0.199 -0.560 -0.652 0.079
H -14.97690 24.98918 -8.03743 0.212 -0.042 -0.058 0.069
H -13.65621 22.11835 -9.69294 -0.310 -0.581 -0.178 0.072
H -13.47745 23.62177 -9.44709 -0.104 0.521 0.220 0.027
C -17.59949 23.70190 -0.87416 -0.071 0.240 -0.949 -0.088
O -17.97543 25.00079 -1.31729 -0.305 0.047 1.197 -0.239
C -18.87919 25.64158 -0.41413 -0.283 0.476 -0.155 -0.187
C -18.81702 27.15612 -0.66301 -0.358 0.061 0.513 -0.442
C -17.48262 27.74796 -0.26040 0.407 -1.002 -0.219 -0.054
N -19.81904 27.89784 0.11558 -0.074 -0.789 0.093 0.031
H -16.95999 23.35317 -1.68504 0.104 -0.385 0.251 0.087
H -18.47767 23.06121 -0.79404 -0.085 -0.164 0.029 0.089
H -17.06278 23.69113 0.07449 0.065 0.255 0.067 0.090
H -19.89717 25.27026 -0.53224 -0.370 -0.021 -0.709 0.119
H -18.73137 25.36690 0.63029 0.907 0.242 0.246 0.125
H -19.04225 27.31902 -1.71697 0.367 -0.194 -0.475 0.110
H -17.33729 28.77269 -0.60234 -0.128 -0.003 0.175 0.072
H -16.68717 27.11830 -0.65900 0.213 0.167 -0.158 0.057
H -17.43170 27.65425 0.82437 0.087 0.407 0.067 0.086
H -19.78423 28.81889 -0.29741 -0.057 0.513 0.165 0.010
H -20.73651 27.55607 -0.13248 -0.364 -0.184 0.055 0.063
C -11.53649 24.97341 -10.66228 -0.493 0.618 -0.047 -0.123
O -11.59107 24.41559 -9.37630 1.156 0.698 0.761 -0.227
C -10.32327 24.59272 -8.67796 -1.545 -1.217 0.186 -0.179
C -10.51364 24.45859 -7.16147 -1.220 1.846 -0.549 -0.428
C -11.35807 25.65664 -6.64896 -0.206 0.004 0.110 -0.057
N -9.22037 24.49357 -6.53374 0.601 -0.799 0.319 0.038
H -11.35604 26.04623 -10.59442 0.038 0.285 0.005 0.084
H -12.52925 24.84495 -11.09359 0.184 -0.199 -0.267 0.086
H -10.74525 24.57360 -11.29647 -0.013 -0.429 -0.050 0.088
H -9.74986 23.73463 -9.02866 0.762 0.250 -0.011 0.126
H -9.83851 25.55611 -8.83605 -0.080 0.095 -0.596 0.123
H -11.09495 23.55152 -6.99592 0.393 -0.270 0.439 0.135
H -11.40774 25.80043 -5.56963 0.206 -0.778 0.222 0.064
H -12.39314 25.59461 -6.98495 0.054 -0.054 -0.205 0.066
H -10.97132 26.63184 -6.94477 0.265 -0.025 -0.626 0.076
H -8.75812 25.38228 -6.66270 -0.278 0.435 0.074 0.072
H -8.61924 23.85738 -7.03772 0.267 -0.430 0.175 0.066
C -13.62604 22.16199 -4.93907 0.435 -0.165 0.539 -0.116
O -12.98368 21.33716 -5.88018 1.027 0.015 -0.590 -0.210
C -13.56429 20.06431 -6.11807 -0.510 0.571 0.482 -0.196
C -12.67414 19.11707 -6.97944 -1.098 0.363 0.466 -0.430
C -13.40991 17.83046 -7.33350 -0.115 0.791 -0.372 -0.063
N -11.45755 18.71930 -6.28813 0.118 0.879 -0.257 0.039
H -13.08247 23.10675 -4.93211 -0.310 0.115 -0.291 0.083
H -13.51448 21.77812 -3.92502 0.093 -0.420 0.282 0.083
H -14.69785 22.31348 -5.06702 -0.042 0.091 -0.594 0.076
H -13.76726 19.62310 -5.14224 0.149 -0.583 0.334 0.117
H -14.55302 20.32360 -6.49661 -0.268 -0.728 -0.783 0.111
H -12.44719 19.68644 -7.88078 0.298 -0.182 -0.142 0.137
H -14.11105 18.09027 -8.12660 -0.340 -0.470 0.082 0.064
H -13.91060 17.42491 -6.45434 -0.157 -0.083 -0.065 0.078
H -12.67198 17.11059 -7.68756 -0.167 0.022 -0.060 0.076
H -11.74093 18.61344 -5.32450 0.353 -0.177 0.419 0.070
H -10.88064 19.54737 -6.32791 0.534 0.028 0.451 0.067
C -21.42293 25.24603 -6.79624 -0.185 -0.357 0.374 -0.095
O -21.31092 24.74545 -5.47027 -0.271 0.110 -0.705 -0.192
C -20.38789 25.43158 -4.65955 0.434 -1.350 0.118 -0.187
C -18.91988 25.09605 -5.04859 0.889 -0.640 -0.197 -0.375
C -18.50844 23.59223 -5.05681 -0.726 0.749 -0.439 -0.024
N -17.90667 25.77805 -4.22860 -0.752 0.089 -0.312 0.066
H -20.48402 25.16221 -7.34353 0.065 0.115 -0.075 0.078
H -21.77490 26.27752 -6.78067 0.087 0.212 -0.092 0.087
H -22.17052 24.63219 -7.29864 0.042 0.032 0.027 0.090
H -20.58932 26.50228 -4.62601 0.209 0.350 -0.280 0.118
H -20.64685 25.03447 -3.67805 0.491 0.092 0.371 0.126
H -18.72584 25.42422 -6.06975 -0.296 0.262 -0.175 0.118
H -19.06222 23.06865 -5.83610 -0.422 -0.243 0.413 0.077
H -18.63222 23.16192 -4.06302 -0.142 -0.254 -0.086 0.079
H -17.47429 23.47051 -5.37902 0.158 0.315 0.279 0.054
H -18.23850 26.72420 -4.10696 0.255 0.417 0.254 0.057
H -17.90041 25.34516 -3.31610 -0.050 0.092 0.490 0.054
C -14.63481 25.81415 -2.88149 0.471 0.654 -1.773 -0.050
C -14.57146 25.89758 -4.46432 0.658 -0.564 1.887 -0.307
O -15.33632 24.88891 -5.00888 -0.026 -1.018 -0.957 -0.118
H -14.46521 24.80170 -2.51503 -0.063 -0.124 -0.316 0.072
H -15.61929 26.15511 -2.56110 0.216 0.169 0.337 0.042
H -13.79049 26.41493 -2.54342 -0.398 0.310 0.535 0.050
H -13.54050 25.71972 -4.77026 0.046 0.096 -0.056 0.076
H -14.87618 26.86699 -4.85863 0.002 0.346 0.255 0.097
H -16.24771 25.12550 -4.82184 -0.819 0.248 0.108 0.007
C -13.06928 26.57528 0.28814 1.549 0.579 0.878 -0.081
C -11.96458 26.30617 1.36445 -1.599 -0.431 -0.465 -0.326
O -10.75691 26.99392 1.10418 -0.127 -0.034 -0.172 -0.075
H -13.90164 25.87453 0.35312 0.261 -0.158 -0.083 0.067
H -12.50665 26.51598 -0.64354 -0.550 -0.078 -0.288 0.060
H -13.47469 27.57923 0.41396 0.048 0.065 -0.166 0.069
H -11.79142 25.23083 1.32247 0.120 -0.169 0.235 0.103
H -12.34443 26.56975 2.35154 -0.013 -0.047 0.190 0.102
H -10.09248 26.45324 1.53754 0.330 0.278 -0.074 0.079
```
Forces are in eV/Å.

***

The highest molar mass belongs to which entry? C28H78N6O10

***

The lowest largest force on an atom belongs to which entry? C28H78N6O10